{
  "formula": "C53H51FeN4O4P2S",
  "method": "the ωB97M-V functional and the def2-TZVPD basis",
  "elements": ["Fe", "C", "C", "C", "C", "C", "C", "C", "C", "P", "C", "C", "C", "C", "C", "C", "C", "C", "C", "C", "C", "C", "C", "O", "C", "C", "C", "C", "C", "C", "P", "C", "C", "C", "C", "C", "C", "C", "C", "C", "C", "C", "C", "H", "H", "H", "H", "H", "H", "H", "H", "H", "H", "H", "H", "H", "H", "H", "H", "H", "H", "H", "H", "H", "H", "H", "H", "H", "H", "H", "H", "H", "H", "H", "H", "N", "C", "N", "S", "H", "H", "H", "H", "C", "N", "N", "C", "O", "C", "C", "C", "C", "C", "C", "C", "C", "C", "H", "H", "H", "H", "H", "H", "H", "H", "H", "H", "H", "H", "C", "O", "C", "O", "H", "H", "H"],
  "coordinates": [[0.1477, 0.0116, -0.3043], [5.0475, 0.5229, 4.0080], [4.2591, -0.6497, 3.3989], [4.7804, -1.9810, 3.9660], [4.4419, -0.6332, 1.8929], [5.7206, -0.7735, 1.3579], [5.9597, -0.7755, -0.0043], [4.8945, -0.6059, -0.8676], [3.6024, -0.4332, -0.3774], [2.2533, -0.2117, -1.5533], [2.6090, 1.2413, -2.5738], [1.6754, 1.5574, -3.5665], [1.8650, 2.6666, -4.3795], [2.9741, 3.4829, -4.1898], [3.8807, 3.1943, -3.1796], [3.7021, 2.0785, -2.3719], [2.4390, -1.6633, -2.6416], [2.4115, -1.6131, -4.0310], [2.4813, -2.7853, -4.7748], [2.5823, -4.0124, -4.1416], [2.6237, -4.0697, -2.7535], [2.5485, -2.9053, -2.0089], [3.3871, -0.4792, 1.0045], [2.0701, -0.4110, 1.4351], [1.7931, -0.3739, 2.7942], [0.4511, -0.2158, 3.1610], [0.1137, -0.2237, 4.5110], [1.0885, -0.3526, 5.4820], [2.4078, -0.4814, 5.0897], [2.7911, -0.4972, 3.7506], [-0.8705, -0.0867, 1.9321], [-1.9491, -1.5000, 2.3251], [-1.5011, -2.7609, 1.9291], [-2.2380, -3.8941, 2.2326], [-3.4410, -3.7773, 2.9174], [-3.8945, -2.5263, 3.3087], [-3.1478, -1.3906, 3.0238], [-1.8344, 1.3987, 2.3257], [-1.3464, 2.4194, 3.1352], [-2.0952, 3.5716, 3.3336], [-3.3321, 3.7165, 2.7241], [-3.8205, 2.7051, 1.9074], [-3.0742, 1.5558, 1.7045], [6.1095, 0.4323, 3.7821], [4.9441, 0.5358, 5.0925], [4.6919, 1.4764, 3.6164], [5.8324, -2.1234, 3.7222], [4.2172, -2.8248, 3.5663], [4.6941, -1.9968, 5.0519], [6.5552, -0.8986, 2.0348], [6.9620, -0.9081, -0.3857], [5.0578, -0.6103, -1.9390], [0.7933, 0.9415, -3.7014], [1.1477, 2.8911, -5.1576], [3.1312, 4.3406, -4.8302], [4.7379, 3.8352, -3.0215], [4.4117, 1.8675, -1.5823], [2.3594, -0.6692, -4.5521], [2.4701, -2.7307, -5.8549], [2.6450, -4.9210, -4.7246], [2.7307, -5.0227, -2.2512], [2.6006, -2.9625, -0.9265], [-0.9270, -0.1280, 4.7978], [0.8244, -0.3560, 6.5299], [3.1716, -0.5800, 5.8495], [-0.5662, -2.8577, 1.3885], [-1.8733, -4.8703, 1.9389], [-4.0190, -4.6607, 3.1533], [-4.8261, -2.4302, 3.8500], [-3.5100, -0.4227, 3.3464], [-0.3774, 2.3213, 3.6057], [-1.7123, 4.3543, 3.9748], [-3.9196, 4.6087, 2.8953], [-4.7938, 2.8037, 1.4423], [-3.4777, 0.7701, 1.0768], [0.9082, 4.0342, -1.4217], [1.1163, 3.8614, -0.1072], [1.3118, 4.9515, 0.6390], [1.1205, 2.3405, 0.6313], [1.1027, 4.9236, -1.8547], [0.9874, 3.2208, -2.0200], [1.3541, 5.8774, 0.2466], [1.4369, 4.8393, 1.6297], [-5.8816, 1.7022, -1.6381], [-4.4541, 1.8755, -1.9005], [-3.5751, 0.8481, -1.6397], [-2.3205, 1.3652, -1.5137], [-1.3180, 0.5967, -1.4003], [-2.4338, 2.7654, -1.6038], [-3.7657, 3.0381, -1.8160], [-4.4701, 4.3431, -1.8984], [-3.9144, -0.5162, -1.8946], [-3.5890, -1.4700, -0.9418], [-3.9438, -2.7933, -1.1551], [-4.6202, -3.1529, -2.3126], [-4.9341, -2.1889, -3.2626], [-4.5816, -0.8632, -3.0599], [-6.0410, 0.7089, -1.2260], [-6.4540, 1.7951, -2.5589], [-6.2168, 2.4460, -0.9179], [-1.6261, 3.4732, -1.5169], [-3.7563, 5.1414, -2.0836], [-4.9825, 4.5606, -0.9588], [-5.2105, 4.3456, -2.6972], [-3.0612, -1.1919, -0.0436], [-3.7142, -3.5267, -0.3915], [-4.9130, -4.1813, -2.4738], [-5.4559, -2.4684, -4.1671], [-4.8215, -0.1093, -3.7999], [-0.5505, -4.7371, -1.6511], [-0.7875, -3.6033, -2.5530], [-0.6137, -2.4338, -2.0663], [-0.3753, -2.0733, -0.9428], [-1.4262, -4.8550, -1.0148], [0.3418, -4.5399, -1.0616], [-0.4148, -5.5932, -2.3011]],
  "homo_energy_ev": [-12.60, -12.80],
  "multiplicity": 6,
  "total_charge": 2,
  "de_lowest_ev": 0.000
}



{
  "formula": "C53H52As2AuGeN2O3",
  "method": "the ωB97M-V functional and the def2-TZVPD basis",
  "elements": ["Au", "C", "C", "As", "C", "C", "C", "C", "C", "C", "C", "C", "C", "C", "C", "C", "As", "C", "C", "C", "C", "C", "C", "C", "C", "C", "C", "C", "C", "H", "H", "H", "H", "H", "H", "H", "H", "H", "H", "H", "H", "H", "H", "H", "H", "H", "H", "H", "H", "H", "H", "H", "H", "C", "N", "C", "C", "C", "O", "H", "H", "H", "H", "H", "H", "H", "H", "H", "O", "C", "C", "C", "C", "O", "N", "H", "H", "H", "H", "C", "Ge", "C", "C", "C", "C", "C", "C", "C", "C", "C", "C", "C", "C", "C", "C", "C", "C", "C", "C", "H", "H", "H", "H", "H", "H", "H", "H", "H", "H", "H", "H", "H", "H", "H"],
  "coordinates": [[0.4281, 0.7610, 0.1299], [3.1517, -1.6936, 0.3400], [3.7876, -0.4516, -0.2498], [2.8481, 1.1899, 0.3681], [4.2860, 2.4077, -0.0788], [4.7739, 3.3194, 0.8568], [5.8285, 4.1570, 0.5336], [6.3994, 4.1108, -0.7329], [5.8913, 3.2351, -1.6822], [4.8381, 2.3945, -1.3583], [3.1656, 0.9083, 2.2536], [2.0709, 0.7596, 3.0994], [2.2486, 0.4435, 4.4375], [3.5294, 0.2839, 4.9467], [4.6296, 0.4330, 4.1137], [4.4467, 0.7323, 2.7729], [1.2427, -1.8776, -0.1817], [1.2105, -3.8381, 0.0466], [0.6196, -4.6722, -0.8999], [0.4649, -6.0279, -0.6522], [0.8633, -6.5580, 0.5692], [1.4429, -5.7367, 1.5218], [1.6177, -4.3844, 1.2637], [1.4675, -1.7841, -2.1008], [2.2983, -2.6894, -2.7710], [2.5051, -2.5813, -4.1361], [1.8965, -1.5626, -4.8565], [1.0797, -0.6493, -4.2006], [0.8654, -0.7651, -2.8368], [3.2063, -1.6651, 1.4313], [3.6694, -2.5986, 0.0064], [3.7328, -0.4973, -1.3419], [4.8467, -0.3864, 0.0210], [4.3245, 3.3647, 1.8414], [6.2145, 4.8444, 1.2764], [7.2342, 4.7550, -0.9793], [6.3225, 3.2014, -2.6754], [4.4384, 1.7105, -2.0997], [1.0798, 0.9296, 2.6901], [1.3885, 0.3208, 5.0837], [3.6708, 0.0546, 5.9958], [5.6309, 0.3094, 4.5091], [5.3079, 0.8461, 2.1227], [0.2966, -4.2489, -1.8441], [0.0334, -6.6736, -1.4085], [0.7065, -7.6089, 0.7787], [1.7486, -6.1470, 2.4773], [2.0897, -3.7437, 2.0011], [2.7886, -3.4776, -2.2103], [3.1530, -3.2890, -4.6402], [2.0609, -1.4782, -5.9234], [0.6216, 0.1600, -4.7551], [0.2404, -0.0479, -2.3140], [-2.6931, 5.3084, 0.5020], [-2.7952, 4.0460, -0.1981], [-3.8653, 3.9090, -1.1626], [-2.0366, 2.9852, 0.2241], [-2.3443, 1.6536, -0.4427], [-1.1974, 3.1117, 1.0968], [-3.5875, 5.4934, 1.1066], [-2.5690, 6.1314, -0.2061], [-1.8238, 5.2567, 1.1530], [-4.1723, 4.9005, -1.4932], [-4.7415, 3.4046, -0.7392], [-3.5340, 3.3495, -2.0366], [-3.4350, 1.5257, -0.4490], [-1.8196, 0.6256, 1.3639], [-2.0038, 1.7018, -1.4829], [2.4211, 5.1299, 2.4267], [2.0246, 4.9206, 1.2923], [1.8391, 6.0349, 0.2418], [1.3297, 5.2843, -0.9772], [1.1947, 3.8431, -0.4673], [0.6823, 2.9616, -1.1787], [1.6910, 3.7067, 0.7699], [2.8021, 6.5218, 0.0804], [1.1392, 6.7783, 0.6252], [2.0445, 5.2697, -1.8029], [0.3713, 5.6370, -1.3587], [-1.6770, 0.4770, 0.2846], [-2.7134, -1.1640, -0.0224], [-4.5745, -0.5326, 0.3687], [-4.8610, -0.1308, 1.6742], [-6.1352, 0.2654, 2.0465], [-7.1637, 0.2561, 1.1121], [-6.8983, -0.1393, -0.1910], [-5.6169, -0.5290, -0.5565], [-2.8227, -1.9607, -1.8225], [-2.7435, -3.3380, -2.0162], [-2.8673, -3.8910, -3.2810], [-3.0763, -3.0700, -4.3819], [-3.1693, -1.6972, -4.2038], [-3.0374, -1.1490, -2.9376], [-2.4256, -2.4498, 1.4300], [-3.2633, -3.5609, 1.5472], [-3.1593, -4.4185, 2.6298], [-2.2299, -4.1694, 3.6295], [-1.4175, -3.0473, 3.5433], [-1.5141, -2.1991, 2.4522], [-4.0623, -0.1243, 2.4092], [-6.3339, 0.5815, 3.0638], [-8.1621, 0.5639, 1.3978], [-7.6961, -0.1415, -0.9249], [-5.4185, -0.8311, -1.5794], [-2.5917, -3.9834, -1.1596], [-2.7986, -4.9642, -3.4134], [-3.1641, -3.5005, -5.3713], [-3.3466, -1.0554, -5.0585], [-3.1139, -0.0748, -2.8084], [-4.0212, -3.7377, 0.7909], [-3.8147, -5.2786, 2.7009], [-2.1410, -4.8476, 4.4693], [-0.7097, -2.8317, 4.3352], [-0.8850, -1.3156, 2.3968]],
  "homo_energy_ev": -3.67,
  "total_charge": -1
}



Largest force on an atom? In order: 0.45, 1.18 eV Å⁻¹.
E_tot? In order: -4914.45381, -9070.28785 Ha.